Below is a molecular structure, C9H18InO9, with properties calculated with ωB97M-V/def2-TZVPD.

Each line ends with the Löwdin charge.
Element x y z (Å)
1 C 15.5506 -5.1124 -17.8147  0.03
2 O 16.4675 -4.3673 -17.0495  0.11
3 O 20.9287 4.2111 -9.3107  0.07
4 O 24.7077 1.2701 -18.1773  0.10
5 H 26.1843 1.1280 -16.7928  0.14
6 C 19.5357 5.3026 -12.4345  0.02
7 H 15.9354 -5.6470 -18.6832  0.13
8 H 18.8671 -7.1570 -15.4258  0.11
9 H 14.6720 -4.5714 -18.1661  0.13
10 C 18.5992 -7.1832 -16.4820  0.01
11 H 18.5897 4.7749 -12.5559  0.13
12 H 20.8135 1.6589 -18.2998  0.12
13 H 26.3232 0.0536 -18.2696  0.13
14 C 20.7152 4.1037 -10.6135  -0.42
15 H 22.0280 3.8037 -7.6702  0.12
16 H 21.3042 2.3107 -8.4045  0.11
17 H 22.6855 3.1617 -9.1324  0.11
18 H 15.1254 -5.7970 -17.0808  0.14
19 H 20.9458 3.1111 -19.0480  0.12
20 H 18.3978 -8.2449 -16.6245  0.12
21 O 22.8312 2.2580 -18.4958  0.10
22 C 23.5362 1.6666 -17.5739  -0.56
23 H 20.1241 4.6240 -13.0520  0.11
24 C 21.4317 2.5550 -18.2462  0.05
25 O 23.1883 1.3489 -16.4837  0.21
26 C 17.4276 -5.0194 -16.4809  -0.50
27 O 21.2731 3.1968 -11.3035  0.14
28 H 25.2311 -0.3334 -16.8962  0.11
29 O 19.9381 5.1471 -11.1012  0.09
30 H 19.5171 -7.0972 -17.0636  0.12
31 C 21.7490 3.2885 -8.5893  0.02
32 In 21.1463 -1.1589 -12.8260  0.99
33 O 18.1761 -4.3923 -15.7438  0.25
34 H 21.4636 3.0321 -17.2667  0.11
35 O 17.5597 -6.3079 -16.9289  0.05
36 C 25.6781 0.4625 -17.4920  0.05
37 H 19.5005 6.3443 -12.7534  0.13

The net charge is +3. For the lowest unoccupied orbital energy, the calculation gives -16.53 eV. As for the HOMO-LUMO gap: 1.39 eV.